Record 1
{
  "formula": "C85H188F6N12O12S6",
  "method": "ωB97M-V/def2-TZVPD",
  "total_charge": 6,
  "largest_force_ev_per_a": 6.65,
  "lumo_energy_ha": -0.4324,
  "orbital_gap_ev": 0.69,
  "e_homo_ev": -12.454,
  "multiplicity": 1,
  "species": ["C", "C", "C", "C", "N", "C", "C", "C", "C", "C", "H", "H", "H", "H", "H", "H", "H", "H", "H", "H", "H", "H", "H", "H", "H", "H", "H", "H", "H", "H", "C", "C", "C", "C", "N", "C", "C", "C", "C", "C", "H", "H", "H", "H", "H", "H", "H", "H", "H", "H", "H", "H", "H", "H", "H", "H", "H", "H", "H", "H", "C", "C", "C", "C", "N", "C", "C", "C", "C", "C", "H", "H", "H", "H", "H", "H", "H", "H", "H", "H", "H", "H", "H", "H", "H", "H", "H", "H", "H", "H", "C", "C", "C", "C", "N", "C", "C", "C", "C", "C", "H", "H", "H", "H", "H", "H", "H", "H", "H", "H", "H", "H", "H", "H", "H", "H", "H", "H", "H", "H", "C", "C", "C", "C", "N", "C", "C", "C", "C", "C", "H", "H", "H", "H", "H", "H", "H", "H", "H", "H", "H", "H", "H", "H", "H", "H", "H", "H", "H", "H", "C", "C", "C", "C", "N", "C", "C", "C", "C", "C", "H", "H", "H", "H", "H", "H", "H", "H", "H", "H", "H", "H", "H", "H", "H", "H", "H", "H", "H", "H", "C", "C", "C", "C", "N", "C", "C", "C", "C", "C", "H", "H", "H", "H", "H", "H", "H", "H", "H", "H", "H", "H", "H", "H", "H", "H", "H", "H", "H", "H", "C", "C", "C", "C", "N", "C", "C", "C", "C", "C", "C", "C", "H", "H", "H", "H", "H", "H", "H", "H", "H", "H", "H", "H", "H", "H", "H", "H", "H", "H", "H", "H", "H", "H", "H", "H", "C", "C", "C", "C", "N", "C", "C", "C", "C", "C", "C", "C", "H", "H", "H", "H", "H", "H", "H", "H", "H", "H", "H", "H", "H", "H", "H", "H", "H", "H", "H", "H", "H", "H", "H", "H", "N", "S", "O", "O", "F", "S", "O", "O", "F", "N", "S", "O", "O", "F", "S", "O", "O", "F", "N", "S", "O", "O", "F", "S", "O", "O", "F"],
  "xyz": [[22.628, 19.923, 17.156], [21.753, 20.942, 16.460], [20.744, 20.264, 15.422], [19.579, 21.141, 14.940], [18.475, 20.426, 14.251], [17.423, 21.309, 13.815], [16.209, 20.394, 13.585], [16.453, 19.223, 14.651], [17.798, 19.471, 15.264], [18.874, 19.583, 13.115], [23.367, 20.349, 17.806], [23.001, 19.199, 16.416], [21.954, 19.300, 17.795], [22.373, 21.761, 16.016], [21.170, 21.460, 17.282], [20.371, 19.318, 15.883], [21.385, 20.028, 14.533], [19.786, 22.023, 14.326], [19.109, 21.530, 15.825], [17.778, 21.868, 12.970], [17.285, 22.005, 14.594], [16.212, 19.942, 12.563], [15.314, 20.973, 13.712], [16.349, 18.222, 14.168], [15.664, 19.192, 15.356], [18.415, 18.587, 15.392], [17.732, 20.130, 16.100], [18.044, 18.998, 12.828], [19.654, 18.875, 13.464], [19.262, 20.174, 12.269], [23.850, 29.950, 24.014], [24.910, 30.327, 22.944], [25.181, 29.099, 22.083], [25.880, 29.532, 20.780], [26.338, 28.441, 19.758], [26.860, 29.106, 18.507], [25.646, 29.350, 17.648], [24.559, 28.387, 18.142], [25.153, 27.599, 19.319], [27.400, 27.597, 20.340], [24.148, 29.027, 24.497], [22.844, 29.752, 23.598], [23.818, 30.788, 24.719], [25.880, 30.591, 23.409], [24.538, 31.164, 22.313], [24.240, 28.597, 21.846], [25.812, 28.387, 22.604], [26.734, 30.171, 20.977], [25.171, 30.090, 20.134], [27.543, 28.351, 18.085], [27.416, 30.021, 18.820], [25.913, 29.305, 16.609], [25.281, 30.325, 17.822], [24.175, 27.684, 17.404], [23.721, 28.968, 18.451], [25.548, 26.602, 19.085], [24.457, 27.533, 20.112], [27.684, 26.757, 19.726], [27.139, 27.135, 21.297], [28.290, 28.198, 20.545], [39.651, 18.636, 23.163], [39.535, 18.394, 24.556], [35.381, 18.891, 23.193], [34.661, 19.591, 24.312], [33.655, 20.613, 23.907], [32.935, 21.513, 25.271], [31.540, 21.720, 24.803], [31.242, 20.770, 23.929], [32.429, 20.066, 23.436], [34.104, 21.873, 23.214], [39.812, 19.780, 22.881], [42.445, 15.041, 33.334], [40.007, 17.872, 22.008], [39.376, 17.297, 24.903], [39.849, 19.356, 25.265], [36.183, 18.188, 23.317], [35.215, 19.348, 22.259], [35.580, 20.050, 24.782], [34.111, 18.850, 24.867], [33.478, 22.373, 25.387], [32.883, 21.005, 26.272], [31.062, 22.058, 25.855], [29.152, 19.615, 26.621], [30.153, 19.914, 23.460], [24.882, 14.613, 19.418], [32.615, 19.396, 22.601], [32.162, 19.607, 24.263], [35.166, 22.089, 23.313], [33.567, 22.580, 23.768], [33.776, 21.893, 22.166], [12.284, 22.167, 18.701], [13.163, 22.730, 19.761], [12.544, 22.995, 21.137], [12.604, 21.684, 21.947], [12.100, 21.790, 23.332], [12.909, 22.818, 24.140], [12.733, 22.449, 25.571], [12.435, 20.984, 25.614], [12.214, 20.517, 24.149], [10.662, 22.228, 23.399], [11.398, 22.758, 18.538], [11.934, 21.161, 18.785], [12.875, 22.157, 17.775], [13.631, 23.639, 19.444], [13.906, 21.965, 19.868], [11.487, 23.257, 20.994], [13.105, 23.763, 21.698], [13.676, 21.365, 22.065], [12.120, 20.843, 21.403], [12.551, 23.862, 23.908], [13.956, 22.643, 23.896], [11.868, 23.002, 26.021], [13.614, 22.840, 26.037], [11.625, 20.779, 26.278], [13.314, 20.414, 25.950], [11.326, 19.930, 24.006], [13.116, 20.037, 23.811], [10.506, 23.302, 23.067], [10.276, 22.022, 24.367], [10.041, 21.601, 22.754], [22.567, 21.100, 29.583], [21.867, 19.964, 30.283], [22.086, 19.983, 31.810], [23.536, 19.569, 32.037], [23.789, 19.123, 33.422], [25.076, 18.417, 33.576], [25.037, 17.570, 34.870], [23.523, 17.242, 34.945], [22.831, 18.023, 33.840], [23.692, 20.261, 34.465], [23.658, 20.949, 29.615], [22.432, 22.082, 30.080], [22.280, 21.218, 28.511], [22.180, 18.956, 29.975], [20.781, 20.051, 30.163], [21.472, 19.230, 32.257], [21.811, 20.916, 32.257], [24.243, 20.304, 31.691], [23.618, 18.637, 31.443], [25.971, 19.004, 33.482], [25.017, 17.726, 32.767], [25.395, 18.121, 35.755], [25.648, 16.673, 34.736], [23.137, 17.402, 35.919], [23.327, 16.204, 34.754], [21.855, 18.469, 34.094], [22.717, 17.406, 32.959], [22.685, 20.715, 34.411], [24.362, 21.037, 34.184], [23.847, 19.795, 35.421], [15.977, 27.218, 19.165], [15.700, 27.654, 20.597], [16.237, 29.012, 21.026], [17.802, 28.908, 20.976], [18.571, 29.872, 21.919], [18.138, 31.302, 21.832], [18.808, 31.786, 20.555], [20.196, 31.033, 20.532], [20.023, 29.960, 21.664], [18.341, 29.403, 23.339], [15.596, 26.214, 18.884], [17.009, 27.304, 18.847], [15.448, 27.977, 18.546], [16.209, 26.911, 21.261], [14.607, 27.582, 20.781], [15.968, 29.200, 22.083], [15.833, 29.856, 20.479], [18.136, 29.109, 19.936], [18.079, 27.948, 21.332], [18.547, 31.804, 22.697], [17.075, 31.434, 21.977], [18.849, 32.884, 20.619], [18.145, 31.501, 19.758], [20.991, 31.734, 20.859], [20.259, 30.579, 19.564], [20.493, 30.188, 22.594], [20.419, 28.992, 21.372], [19.055, 29.965, 23.945], [18.584, 28.343, 23.417], [17.346, 29.580, 23.718], [18.135, 9.198, 17.926], [16.806, 8.599, 18.492], [16.061, 9.601, 19.421], [15.625, 10.897, 18.802], [14.773, 11.862, 19.665], [14.468, 13.063, 18.826], [15.774, 13.905, 18.927], [16.534, 13.372, 20.138], [15.653, 12.374, 20.797], [13.540, 11.313, 20.205], [18.795, 9.535, 18.735], [18.029, 10.050, 17.181], [18.582, 8.411, 17.333], [17.063, 7.718, 19.092], [16.226, 8.177, 17.655], [16.781, 9.660, 20.271], [15.125, 9.046, 19.765], [14.943, 10.620, 18.008], [16.336, 11.574, 18.393], [13.601, 13.531, 19.225], [14.286, 12.664, 17.835], [15.502, 14.980, 18.932], [16.336, 13.766, 17.990], [16.841, 14.190, 20.795], [17.476, 12.912, 19.777], [15.049, 12.833, 21.581], [16.132, 11.494, 21.218], [13.232, 12.110, 20.908], [13.729, 10.411, 20.744], [12.802, 11.177, 19.419], [20.783, 30.141, 9.788], [19.297, 30.379, 10.032], [18.501, 29.219, 10.697], [16.994, 29.299, 10.442], [16.144, 29.822, 11.590], [14.690, 29.870, 11.158], [14.638, 31.145, 10.332], [15.713, 32.101, 10.899], [16.509, 31.227, 11.946], [16.219, 28.874, 12.826], [15.709, 27.486, 12.540], [15.404, 26.770, 13.859], [20.996, 29.155, 9.330], [21.296, 30.278, 10.719], [21.198, 30.782, 9.057], [18.751, 30.579, 9.132], [19.159, 31.292, 10.619], [18.791, 29.190, 11.792], [18.788, 28.257, 10.193], [16.588, 28.302, 10.249], [16.697, 29.832, 9.548], [14.046, 29.841, 12.041], [14.316, 29.082, 10.499], [13.639, 31.528, 10.380], [14.866, 30.834, 9.318], [15.243, 32.944, 11.431], [16.323, 32.480, 10.113], [16.094, 31.417, 12.952], [17.600, 31.314, 11.968], [15.672, 29.390, 13.610], [17.303, 28.873, 13.137], [16.419, 27.002, 11.872], [14.731, 27.601, 11.992], [15.448, 25.743, 13.489], [14.445, 27.135, 14.309], [16.187, 26.872, 14.630], [16.707, 23.268, 18.596], [17.265, 22.740, 19.895], [18.760, 22.559, 19.835], [19.187, 21.902, 21.160], [20.516, 21.218, 21.091], [20.370, 19.961, 20.282], [20.615, 18.768, 21.269], [21.450, 19.389, 22.427], [20.832, 20.745, 22.605], [21.523, 22.261, 20.610], [22.969, 21.931, 20.916], [23.901, 23.074, 20.429], [16.943, 22.680, 17.727], [17.039, 24.259, 18.405], [15.634, 23.293, 18.791], [16.812, 21.818, 20.113], [17.023, 23.505, 20.656], [19.318, 23.485, 19.603], [19.007, 21.855, 19.012], [18.467, 21.137, 21.425], [19.251, 22.712, 21.848], [21.103, 19.974, 19.486], [19.369, 19.901, 19.805], [21.046, 17.893, 20.775], [19.623, 18.466, 21.660], [22.534, 19.525, 22.146], [21.517, 18.726, 23.298], [21.422, 21.528, 23.055], [19.901, 20.724, 23.181], [21.261, 23.188, 21.131], [21.427, 22.345, 19.537], [23.274, 20.977, 20.422], [23.194, 21.776, 21.982], [24.760, 22.933, 21.067], [23.455, 24.045, 20.578], [24.095, 22.933, 19.415], [15.378, 18.998, 19.844], [16.235, 19.009, 18.568], [16.143, 17.847, 17.736], [17.515, 19.637, 18.624], [15.411, 20.203, 17.777], [15.945, 18.352, 21.184], [16.815, 17.235, 20.971], [14.913, 18.259, 22.080], [16.865, 19.575, 21.774], [19.838, 25.383, 17.619], [21.398, 25.268, 18.234], [21.288, 25.248, 19.641], [22.295, 26.081, 17.512], [21.834, 23.784, 17.755], [19.297, 25.418, 16.123], [20.332, 25.518, 15.085], [18.149, 26.260, 16.098], [18.702, 24.011, 16.030], [19.979, 24.426, 23.012], [21.390, 24.823, 23.360], [22.224, 23.641, 23.534], [21.364, 25.942, 24.333], [21.976, 25.490, 22.105], [18.577, 25.133, 23.624], [18.131, 26.266, 22.932], [18.438, 25.094, 25.018], [17.690, 23.938, 22.960]]
}

---

Record 2
{
  "formula": "C3H9Cl2NSi",
  "method": "ωB97M-V/def2-TZVPD",
  "de_lowest_ev": 5.8876,
  "largest_force_ev_per_a": 4.04,
  "lumo_energy_ha": 0.0243,
  "orbital_gap_ev": 9.19,
  "e_homo_ev": -8.527,
  "multiplicity": 1,
  "species": ["C", "C", "C", "N", "Si", "Cl", "Cl", "H", "H", "H", "H", "H", "H", "H", "H", "H"],
  "xyz": [[-0.877, -0.552, -2.116], [0.693, 1.059, -1.140], [-1.305, 0.356, 0.105], [-0.518, 0.182, -0.917], [0.068, -0.396, 3.079], [1.202, -1.035, 1.530], [-2.631, -0.813, 0.165], [-1.252, 0.313, -2.869], [-0.028, -1.053, -2.535], [-1.788, -1.198, -2.050], [0.530, 1.406, -2.183], [0.764, 1.823, -0.399], [1.575, 0.561, -1.200], [-0.972, 0.200, 2.313], [-0.310, -1.888, 3.577], [0.700, 0.271, 4.203]]
}